The following is a DFT calculation (ωB97M-V/def2-TZVPD) of a 6-piece molecular cluster, C24H52N6O7 overall at a distorted geometry.

Atoms and positions in Å:
1 H 10.20 -1.11 0.58
2 C -4.70 -1.07 4.83
3 H -5.06 0.30 2.25
4 N -1.07 1.81 4.62
5 H 5.59 2.81 2.01
6 H -4.90 -5.86 -2.46
7 H 0.18 1.44 -3.26
8 H -2.56 -4.96 -2.18
9 H 5.77 -2.12 2.01
10 C 9.68 -1.20 1.54
11 C 4.83 3.52 1.70
12 C -4.76 -2.04 -1.46
13 H -3.16 1.78 -1.82
14 H 7.16 -2.64 1.04
15 C -4.97 0.35 -2.57
16 H 0.57 3.35 3.01
17 O 6.21 4.36 -1.54
18 H 7.65 3.16 0.92
19 H -6.17 -0.49 1.11
20 H 2.50 3.58 -1.35
21 C -3.37 -4.17 -2.55
22 H -4.62 -1.37 -0.48
23 H -3.98 -5.80 -4.10
24 H 4.80 4.35 2.41
25 H -5.63 0.52 -3.54
26 O 0.55 2.60 -0.41
27 H -4.70 -1.60 -3.69
28 O -5.19 -2.74 1.67
29 O -5.65 -4.33 -3.85
30 H -4.68 -4.17 -0.64
31 H -3.00 -3.32 -0.46
32 H 3.86 3.03 1.67
33 H 6.71 1.83 0.17
34 H -4.36 -2.94 3.89
35 H 3.93 2.29 -2.87
36 C 6.85 -2.04 1.90
37 H -2.15 -1.32 -3.41
38 H 0.18 0.86 5.95
39 H 4.44 4.75 0.01
40 C -5.82 -0.48 2.14
41 O 6.39 0.29 1.64
42 C -4.23 -1.14 -2.72
43 H -0.05 2.60 1.52
44 H 1.20 0.28 -2.36
45 C -5.49 -4.04 -5.29
46 H 8.72 0.69 1.38
47 H -2.82 -3.48 -3.31
48 C -3.93 -3.43 -1.19
49 H -0.42 0.70 -1.76
50 O -2.20 2.00 2.69
51 H -5.53 0.59 -1.57
52 N 2.17 2.83 -1.94
53 H -4.04 2.43 -3.47
54 H 0.87 1.61 2.67
55 H -4.56 -4.55 -5.79
56 C 7.23 -0.60 1.68
57 H -5.26 -1.50 5.67
58 C 6.14 3.80 -0.45
59 H 0.99 2.11 4.97
60 C 7.17 2.81 0.01
61 O -2.06 0.87 -4.75
62 H -6.43 -4.33 -5.94
63 H -5.31 -2.87 -5.39
64 C -3.80 1.53 -2.77
65 C 0.07 1.84 5.50
66 H -3.66 -0.94 5.13
67 C -5.23 -1.82 2.48
68 N -2.78 -0.72 -2.81
69 C 0.15 2.43 2.58
70 H -5.13 -0.11 4.57
71 H 10.36 -0.88 2.34
72 H 2.47 1.72 -3.72
73 C 0.47 1.09 -2.27
74 N 5.10 4.07 0.39
75 H 9.39 -2.23 1.70
76 C 1.05 2.22 -1.47
77 C -1.12 2.07 3.28
78 C -2.74 0.59 -3.63
79 H 2.92 3.45 -3.76
80 H 7.32 -2.41 2.82
81 H -6.68 -0.27 2.80
82 C -4.53 -5.11 -3.31
83 N -4.74 -2.01 3.74
84 C 2.91 2.54 -3.15
85 H -5.92 -2.17 -1.59
86 H -1.98 1.58 5.02
87 N 8.55 -0.30 1.52
88 H -0.12 2.58 6.28
89 H 7.94 2.69 -0.77

Its multiplicity is 1. As for the HOMO-LUMO gap: 9.677 eV. For the HOMO energy, the calculation gives -9.177 eV. As for the SMILES: COCCCC[C@H]1CCC(=O)N1.CNC(C)=O.CNC(C)=O.CNC(C)=O.CNC(C)=O.CNC(C)=O. Its largest force on an atom is 8.13 eV/A.

The following is a DFT calculation (ωB97M-V/def2-TZVPD) of one molecule with the formula C3H3BrS at a distorted geometry.

Atoms and positions in Å:
1 H -1.19 -0.14 1.03
2 C -0.77 0.44 0.20
3 C 1.79 -0.75 0.81
4 H -0.70 1.49 0.50
5 Br -2.00 0.31 -1.29
6 C 0.69 -0.06 -0.08
7 H 1.10 0.53 -0.91
8 S 1.09 -1.81 -0.26

Its multiplicity is 1. As for the HOMO-LUMO gap: 8.999 eV. For the HOMO energy, the calculation gives -9.521 eV. As for the energy relative to the best compared isomer or geometry (same formula, charge and spin): 40.2 kcal per mole. Its largest force on an atom is 2.28 eV/A.

The following is a DFT calculation (ωB97M-V/def2-TZVPD) of C14H19BrCoO as an isolated structure at a distorted geometry.

Atoms and positions in Å:
1 H -1.87 -0.86 2.01
2 H -0.97 -1.01 3.56
3 H 0.73 1.62 -3.63
4 H -0.03 2.38 2.33
5 H 1.77 -0.97 2.32
6 C -1.70 0.20 -1.90
7 H 0.95 2.97 -1.28
8 O -0.02 0.36 0.69
9 C 1.38 0.00 2.64
10 C 2.14 0.14 -2.68
11 C -0.02 0.23 2.06
12 C -1.18 -1.00 -2.50
13 H -3.26 -2.22 -0.16
14 C -0.62 1.51 2.65
15 Co -0.81 -0.90 -0.52
16 H 2.21 -0.65 -3.43
17 H 2.66 1.59 0.31
18 H -0.41 -1.89 2.10
19 C -2.62 -1.62 -0.80
20 C 2.80 0.15 -1.41
21 H -0.65 1.47 3.75
22 C 2.34 1.30 -0.69
23 H 1.32 0.00 3.74
24 H -1.63 1.63 2.26
25 C 1.46 2.04 -1.53
26 H -1.60 -3.16 -2.07
27 C -1.75 -2.12 -1.81
28 C 1.34 1.32 -2.78
29 H -0.56 -1.04 -3.40
30 C -2.60 -0.19 -0.85
31 H 2.08 0.78 2.34
32 H 3.52 -0.57 -1.05
33 C -0.88 -0.97 2.47
34 H -3.18 0.48 -0.23
35 Br 1.17 -2.23 -0.26
36 H -1.51 1.21 -2.24

Its multiplicity is 5. As for the HOMO-LUMO gap (alpha / beta): 6.575 / 5.966 eV. For the HOMO energy (alpha / beta), the calculation gives -3.259 / -4.069 eV. As for the energy relative to the best compared isomer or geometry (same formula, charge and spin): 2.8 kcal per mole. As for the charge: -1. Its largest force on an atom is 7.46 eV/A. As for the expectation value of S²: 6.03.

The following is a DFT calculation (ωB97M-V/def2-TZVPD) of CaH2O as an isolated structure at a distorted geometry.

Atoms and positions in Å:
1 O 3.29 -3.70 -3.83
2 H 4.00 -3.58 -4.49
3 H 2.90 -2.80 -3.71
4 Ca 0.00 0.00 0.00

Its multiplicity is 1. As for the HOMO-LUMO gap: 3.721 eV. For the HOMO energy, the calculation gives -16.210 eV. As for the energy relative to the best compared isomer or geometry (same formula, charge and spin): 56.9 kcal per mole. As for the charge: +2. Its largest force on an atom is 1.23 eV/A.

The following is a DFT calculation (ωB97M-V/def2-TZVPD) of C34H31N5OPbS2SbSe4Te as an isolated structure.

Atoms and positions in Å:
1 H -3.77 5.15 2.42
2 C -2.86 0.81 1.20
3 H -1.80 -1.56 3.89
4 C 3.22 -1.65 -3.11
5 Se 1.20 2.28 -3.19
6 C -3.27 3.16 1.82
7 C -3.51 1.47 3.55
8 H 5.20 -0.10 -6.97
9 C -1.60 -0.36 -3.66
10 Pb -1.26 2.80 -0.68
11 H 4.19 0.44 1.04
12 H 3.84 1.33 -5.30
13 N -1.77 0.14 1.16
14 C -2.81 -1.00 -3.74
15 C -3.88 0.56 0.13
16 S 1.03 1.05 3.79
17 H 1.62 -0.86 4.97
18 C 4.31 -0.81 -5.15
19 H -4.35 4.51 4.75
20 C -2.11 -2.37 -1.92
21 H -0.31 -2.69 -0.28
22 Se 0.11 5.20 -1.18
23 C -0.91 -1.64 -1.89
24 C -0.04 1.12 2.36
25 H -3.42 0.43 3.85
26 C 1.85 -1.97 0.59
27 C 3.94 -1.94 -4.40
28 C 5.17 -2.25 -6.88
29 H 3.85 -4.08 -4.34
30 H -3.47 -1.06 7.81
31 C 4.92 -0.98 -6.39
32 C -0.36 -0.35 6.69
33 H 0.59 0.06 7.04
34 S 0.46 2.44 1.32
35 H -3.54 -0.68 -4.47
36 H -2.28 -3.17 -1.20
37 H 5.64 -2.38 -7.84
38 H -4.14 2.14 5.48
39 H 3.54 -1.84 1.89
40 H 0.60 -1.28 3.57
41 C -2.76 -1.38 5.80
42 O -2.98 3.50 0.57
43 C 2.60 0.43 -0.40
44 N -0.65 -0.68 -2.76
45 C -3.70 4.12 2.75
46 H 2.66 -2.49 -2.72
47 H 1.51 -2.92 0.97
48 H 4.96 -4.36 -6.53
49 C 4.78 -3.37 -6.14
50 N 0.02 -1.98 -0.92
51 N -0.95 0.24 2.27
52 Se 2.00 6.61 -4.23
53 H 2.86 1.40 -0.82
54 H 4.46 0.79 -3.71
55 H 3.90 -1.25 -2.35
56 C -3.20 1.82 2.24
57 C -1.69 -1.26 4.93
58 H -4.10 1.50 -0.39
59 C 3.87 0.51 -4.58
60 Te 1.92 -0.03 -3.89
61 C 3.35 -0.11 0.62
62 C -2.64 -0.97 7.12
63 C 4.16 -3.21 -4.91
64 Sb 0.19 5.19 -3.69
65 C -3.06 -2.04 -2.85
66 C -0.48 -0.74 5.36
67 H -1.31 -0.13 8.59
68 N 1.55 -0.18 -0.97
69 H -4.81 0.22 0.58
70 C -1.43 -0.45 7.57
71 H -3.52 -0.17 -0.59
72 C -3.92 2.42 4.46
73 H -4.00 -2.57 -2.87
74 Se 0.84 2.34 -5.51
75 C 1.15 -1.33 -0.45
76 C 0.70 -0.62 4.43
77 H -1.33 0.45 -4.33
78 C 2.97 -1.35 1.11
79 H -3.70 -1.79 5.45
80 C -4.02 3.75 4.05

Its multiplicity is 1. As for the HOMO-LUMO gap: 5.554 eV. For the HOMO energy, the calculation gives -4.728 eV. As for the energy relative to the best compared isomer or geometry (same formula, charge and spin): 55.3 kcal per mole. As for the charge: -1. Its largest force on an atom is 0.80 eV/A.

The following is a DFT calculation (ωB97M-V/def2-TZVPD) of one molecule with the formula C3HClS3 at a distorted geometry.

Atoms and positions in Å:
1 S -1.39 2.09 -1.22
2 S 0.80 -1.77 -0.68
3 S -0.17 -0.50 -2.01
4 C 0.52 -0.72 0.75
5 C -0.55 0.72 -0.75
6 Cl 1.38 -1.43 2.08
7 C -0.20 0.35 0.58
8 H -0.39 1.26 1.25

Its multiplicity is 3. As for the HOMO-LUMO gap (alpha / beta): 6.606 / 6.139 eV. For the HOMO energy (alpha / beta), the calculation gives -6.600 / -9.257 eV. As for the energy relative to the best compared isomer or geometry (same formula, charge and spin): 0.0 kcal per mole. Its largest force on an atom is 5.57 eV/A. As for the expectation value of S²: 2.01.